No. 1
The following is a quantum chemistry calculation of C18H20N2O5S in the gas phase, from the Open Molecules 2025 dataset.

## Properties
energy above the lowest of the compared OMol25 structures with the same formula, charge and spin: 40.3 kcal per mole
2S+1: 1
SMILES: Cc1ccc(/C=C/C(=O)Nc2cccc(S(=O)(=O)N3CCOCC3)c2)o1
gap between HOMO and LUMO: 8.1 eV
LUMO: -0.00547 Eh

CARTESIAN COORDINATES (ANGSTROEM)
C1 -1.6708 -7.7501 -3.2817
C2 -2.2830 -6.7005 -2.4284
C3 -3.4820 -6.6597 -1.7676
C4 -3.5320 -5.4153 -1.1126
C5 -2.3543 -4.7669 -1.4148
C6 -1.8844 -3.4816 -1.0173
C7 -0.7113 -2.9360 -1.3818
C8 -0.3377 -1.5984 -0.9058
O1 -1.0316 -0.9329 -0.1639
N1 0.8872 -1.1846 -1.3864
C9 1.5513 0.0128 -1.1525
C10 2.8529 0.1558 -1.6429
C11 3.5643 1.3216 -1.4357
C12 2.9910 2.3723 -0.7349
C13 1.7029 2.2255 -0.2612
S1 0.9105 3.5718 0.6146
O2 1.9283 4.5020 1.0291
O3 -0.1740 4.0753 -0.1759
N2 0.2592 2.7330 1.9108
C14 -1.0610 3.1327 2.3546
C15 -0.9661 4.3202 3.3149
O4 -0.1115 4.0263 4.3999
C16 1.1927 3.7220 3.9535
C17 1.1834 2.5187 3.0045
C18 0.9725 1.0731 -0.4568
O5 -1.5992 -5.5621 -2.2195
H1 -1.4617 -7.3563 -4.2757
H2 -0.7282 -8.0867 -2.8512
H3 -2.3461 -8.5956 -3.3668
H4 -4.2293 -7.4264 -1.7559
H5 -4.3238 -5.0369 -0.4993
H6 -2.5383 -2.9131 -0.3703
H7 -0.0319 -3.4706 -2.0294
H8 1.3919 -1.8430 -1.9639
H9 3.3063 -0.6591 -2.1904
H10 4.5685 1.4120 -1.8209
H11 3.5178 3.2939 -0.5492
H12 -1.6327 3.3992 1.4667
H13 -1.5218 2.2739 2.8529
H14 -1.9393 4.5540 3.7498
H15 -0.5862 5.1934 2.7630
H16 1.7778 3.5080 4.8496
H17 1.6227 4.5834 3.4236
H18 2.1749 2.3641 2.5780
H19 0.8682 1.6166 3.5390
H20 -0.0284 1.0005 -0.0688


No. 2
The following is a quantum chemistry calculation of 7 unconnected molecules or ions with the total composition C21H51N6O7PS, from the Open Molecules 2025 dataset.

## Properties
energy above the lowest of the compared OMol25 structures with the same formula, charge and spin: 0.0 kcal per mole
2S+1: 1
SMILES: CNC(C)=O.CNC(C)=O.CNC(C)=O.CNC(C)=O.CNC(C)=O.CNC(C)=O.OPCCCS
gap between HOMO and LUMO: 9.2 eV
LUMO: 0.01833 Eh

CARTESIAN COORDINATES (ANGSTROEM)
C1 -1.9336 -0.5212 3.8586
N1 -2.5716 0.2791 2.8257
C2 -3.1858 1.4760 2.9429
C3 -3.2519 2.0952 4.3223
O1 -3.6619 2.0428 1.9665
H1 -0.8807 -0.7032 3.6378
H2 -2.4259 -1.4916 3.9393
H3 -2.0189 -0.0150 4.8161
H4 -2.5730 -0.0868 1.8820
H5 -3.7733 3.0442 4.2380
H6 -3.7878 1.4489 5.0184
H7 -2.2529 2.2654 4.7282
C4 -4.0624 -1.5281 -5.8731
N2 -3.0836 -1.9405 -4.8886
C5 -2.0807 -1.2024 -4.3419
C6 -1.9291 0.2291 -4.8015
O2 -1.3411 -1.6845 -3.4975
H8 -5.0771 -1.6289 -5.4844
H9 -3.9779 -2.1217 -6.7847
H10 -3.9064 -0.4859 -6.1346
H11 -3.1068 -2.8953 -4.5654
H12 -1.0896 0.6648 -4.2661
H13 -1.7347 0.2795 -5.8736
H14 -2.8309 0.8072 -4.5926
C7 0.8881 -0.5345 -1.0656
N3 0.5787 -0.7530 0.3401
C8 1.1305 -1.6319 1.2076
C9 2.1684 -2.5804 0.6685
O3 0.7957 -1.6388 2.3886
H15 1.2087 0.4955 -1.2293
H16 0.0207 -0.7331 -1.6967
H17 1.6875 -1.1999 -1.3773
H18 -0.1330 -0.1716 0.7552
H19 2.5100 -3.2196 1.4757
H20 1.7578 -3.2027 -0.1275
H21 3.0260 -2.0457 0.2603
C10 2.3392 5.3431 -0.4694
N4 1.9208 4.0714 -1.0338
C11 2.4014 3.4314 -2.1293
C12 3.5254 4.0965 -2.8885
O4 1.9394 2.3554 -2.4801
H22 2.6845 5.2306 0.5596
H23 1.5138 6.0574 -0.4769
H24 3.1510 5.7589 -1.0589
H25 1.1564 3.5860 -0.5894
H26 3.7861 3.4552 -3.7250
H27 3.2212 5.0747 -3.2628
H28 4.4007 4.2349 -2.2529
C13 6.9756 -6.9904 1.5052
N5 6.0731 -6.1656 0.7333
C14 5.3404 -5.0985 1.1522
C15 5.4606 -4.6948 2.6045
O5 4.6160 -4.4970 0.3781
H29 7.9893 -6.9503 1.1024
H30 6.6484 -8.0317 1.5150
H31 7.0100 -6.6412 2.5327
H32 5.9465 -6.3816 -0.2430
H33 4.8169 -3.8352 2.7659
H34 5.1498 -5.5040 3.2665
H35 6.4873 -4.4254 2.8559
C16 0.3206 2.1039 2.3003
N6 1.3922 3.0789 2.2520
C17 1.6738 4.0684 3.1387
C18 0.7772 4.1911 4.3486
O6 2.6156 4.8247 2.9533
H36 0.7239 1.0908 2.3297
H37 -0.3316 2.2055 1.4276
H38 -0.2869 2.2556 3.1873
H39 2.0404 3.0316 1.4794
H40 1.1365 5.0228 4.9470
H41 -0.2564 4.3778 4.0530
H42 0.8004 3.2789 4.9464
O7 -4.2470 -2.2370 -0.8507
P1 -2.9266 -1.3608 -0.3438
C19 -3.0476 0.3141 -1.1376
C20 -4.4654 0.8859 -1.2634
C21 -5.3032 0.2059 -2.3637
S1 -6.9648 -0.3455 -1.8697
H43 -4.1519 -2.5688 -1.7490
H44 -1.9453 -1.8903 -1.2104
H45 -2.4946 0.9590 -0.4394
H46 -2.5288 0.3590 -2.1018
H47 -4.9746 0.8472 -0.2971
H48 -4.3747 1.9501 -1.5069
H49 -5.4888 0.8961 -3.1921
H50 -4.7710 -0.6488 -2.7874
H51 -6.5766 -1.4873 -1.2829


No. 3
The following is a quantum chemistry calculation of a molecular structure, C17H31AsBN3O11S6TcTe, from the Open Molecules 2025 dataset.

## Properties
energy above the lowest of the compared OMol25 structures with the same formula, charge and spin: 91.9 kcal per mole
2S+1: 1
gap between HOMO and LUMO: 5.8 eV
charge: -1
LUMO: 0.05372 Eh

CARTESIAN COORDINATES (ANGSTROEM)
Tc1 -1.3039 0.3162 1.9904
S1 3.5298 -2.2712 2.2992
As1 3.0528 -1.1013 3.8977
S2 0.9563 -0.9910 4.4666
S3 0.0031 -1.6061 2.7745
S4 4.4055 -0.2239 5.1463
C1 3.9140 0.9907 0.7705
C2 2.8190 1.8790 1.3454
C3 3.4290 2.8387 2.3555
O1 1.8744 1.0440 2.0615
B1 0.6516 0.9850 1.3968
O2 0.7346 1.7793 0.2413
C4 1.9391 2.5526 0.2315
C5 1.5465 3.9939 0.5402
C6 2.5186 2.4864 -1.1734
H1 4.5107 0.5624 1.5752
H2 4.5813 1.5675 0.1285
H3 3.4943 0.1642 0.1985
H4 3.9932 2.2659 3.0913
H5 2.6639 3.4013 2.8870
H6 4.1114 3.5354 1.8635
H7 1.1489 4.0902 1.5481
H8 0.7674 4.2974 -0.1604
H9 2.3952 4.6711 0.4341
H10 2.6997 1.4591 -1.4840
H11 3.4547 3.0437 -1.2421
H12 1.8055 2.9335 -1.8671
C7 -1.1455 4.1141 3.0821
S5 -3.3000 1.4633 3.5527
O3 -3.5812 2.6797 4.2929
O4 -2.8512 1.7859 2.1054
O5 -1.6348 1.0098 4.0600
H13 -2.1815 4.4040 3.2128
H14 -0.9831 3.6990 2.0915
H15 -0.4713 4.9555 3.2556
C8 -4.3629 -2.2799 2.5551
O6 -3.3183 -1.3126 2.6162
C9 -2.3804 -1.3722 1.6112
O7 -2.4642 -2.2388 0.7650
H16 -4.9067 -2.1906 3.4930
H17 -3.9485 -3.2809 2.4454
H18 -5.0283 -2.0786 1.7137
Te1 -0.6076 2.7194 4.5839
C10 1.3105 -5.3228 -4.1985
C11 0.4970 -4.3182 -3.3908
S6 -0.8432 -3.7008 -4.3764
O8 -1.7862 -4.7739 -4.5636
O9 -0.2844 -3.0290 -5.5272
C12 -1.6106 -2.4771 -3.3478
C13 -0.8953 -1.1245 -3.3981
N1 -1.2920 -0.3156 -2.2513
C14 -0.8357 -0.5194 -0.9912
N2 -1.4506 0.2814 -0.1308
C15 -2.3307 1.0329 -0.8355
C16 -2.2502 0.6786 -2.1470
N3 -3.0258 1.2104 -3.2205
O10 -3.8522 2.0574 -2.9335
O11 -2.8272 0.7849 -4.3543
C17 0.1803 -1.5359 -0.6306
H19 2.1458 -5.6804 -3.5992
H20 1.7008 -4.8585 -5.1024
H21 0.6957 -6.1736 -4.4863
H22 1.1026 -3.4608 -3.0990
H23 0.0475 -4.7693 -2.5066
H24 -1.6479 -2.8797 -2.3342
H25 -2.6298 -2.3988 -3.7267
H26 -1.1659 -0.5979 -4.3043
H27 0.1875 -1.2299 -3.3849
H28 -2.9644 1.7686 -0.3726
H29 0.7176 -1.9029 -1.5010
H30 -0.3171 -2.3630 -0.1211
H31 0.8923 -1.1232 0.0820


No. 4
The following is a quantum chemistry calculation of C7H10O in the gas phase, from the Open Molecules 2025 dataset.

## Properties
energy above the lowest of the compared OMol25 structures with the same formula, charge and spin: 44.4 kcal per mole
2S+1: 1
SMILES: CCC1=CCCC1=O
gap between HOMO and LUMO: 10.2 eV
LUMO: 0.03242 Eh

CARTESIAN COORDINATES (ANGSTROEM)
C1 2.5127 -0.0355 -0.0291
C2 1.4682 0.9975 0.1023
C3 0.0972 0.3116 0.2352
C4 -0.1639 -0.9181 -0.0933
C5 -1.7055 -1.1811 -0.2018
C6 -2.2956 0.0848 0.3707
C7 -1.1807 1.0519 0.0137
O1 -1.3832 2.2168 -0.3290
H1 2.5555 -0.8980 0.8140
H2 2.5734 -0.5691 -0.9674
H3 3.4462 0.3946 -0.0040
H4 1.6726 1.5412 1.0670
H5 1.5132 1.7910 -0.7613
H6 0.5244 -1.7503 -0.5185
H7 -1.8763 -2.1117 0.4440
H8 -2.0258 -1.6383 -1.2840
H9 -3.1473 0.4249 -0.2409
H10 -2.5853 0.2880 1.3824


No. 5
The following is a quantum chemistry calculation of C11H18N4O3S in the gas phase, from the Open Molecules 2025 dataset.

## Properties
energy above the lowest of the compared OMol25 structures with the same formula, charge and spin: 122.9 kcal per mole
2S+1: 1
SMILES: CSCC[C@H](NC(=O)[C@@H](N)Cc1c[nH]cn1)C(=O)O
gap between HOMO and LUMO: 8.8 eV
LUMO: 0.01288 Eh

CARTESIAN COORDINATES (ANGSTROEM)
C1 -5.0741 -2.7927 -3.2742
S1 -3.6806 -1.8779 -3.5186
C2 -2.9622 -1.8942 -1.8569
C3 -1.2272 -1.6842 -1.7000
C4 -0.9973 -1.3139 -0.2176
N1 0.0377 -0.3493 -0.1393
C5 0.0840 1.0053 -0.3330
O1 -0.9137 1.6704 -0.5173
C6 1.4663 1.6158 0.2095
N2 1.3043 2.9901 -0.2035
C7 1.5431 1.5436 1.7859
C8 2.7433 2.3160 2.1236
C9 3.4337 3.3898 1.8105
N3 4.5795 3.4530 2.5888
C10 4.5314 2.2930 3.3416
N4 3.3860 1.5820 3.1137
C11 -0.6813 -2.5978 0.5477
O2 0.4384 -2.8880 0.6410
O3 -1.5724 -3.4601 1.0468
H1 -5.8675 -2.1736 -2.7514
H2 -5.4249 -3.2324 -4.3339
H3 -4.9115 -3.6329 -2.6072
H4 -3.5249 -1.1923 -1.1394
H5 -3.0680 -2.9854 -1.5499
H6 -0.8366 -2.6673 -2.3832
H7 -0.9294 -0.8790 -2.5334
H8 -1.9639 -0.6757 0.0678
H9 0.9014 -0.9828 0.0099
H10 2.3433 1.0970 -0.1695
H11 0.2795 3.1633 -0.2034
H12 1.6791 2.8915 -1.0883
H13 0.5718 1.9239 2.1535
H14 1.5883 0.5665 2.0792
H15 3.1409 3.9859 1.0081
H16 5.2300 4.1582 2.3561
H17 5.4706 1.8810 3.9675
H18 -1.1171 -4.2469 1.6687


No. 6
The following is a quantum chemistry calculation of a molecular structure, C3H7I2N2O2, from the Open Molecules 2025 dataset.

## Properties
energy above the lowest of the compared OMol25 structures with the same formula, charge and spin: 53.8 kcal per mole
2S+1: 1
gap between HOMO and LUMO: 8.4 eV
charge: +1
LUMO: -0.18289 Eh

CARTESIAN COORDINATES (ANGSTROEM)
C1 -0.6461 -0.9115 -0.0826
C2 -2.1568 1.0867 0.4283
C3 -0.8523 0.6265 -0.0830
N1 0.2014 -1.5021 -0.8975
N2 1.7850 0.7634 0.9757
O1 -1.1601 -1.3551 0.8833
O2 -2.5752 2.1685 -0.2411
I1 -0.5519 1.6069 1.8445
I2 -0.1708 1.7026 -1.7631
H1 -2.8964 0.5721 0.9633
H2 0.4215 -1.0196 -1.8143
H3 0.0516 -2.4724 -1.0958
H4 2.2963 -0.0671 0.7074
H5 2.1002 0.8672 1.8871
H6 2.3813 1.4296 0.5745
H7 -2.9777 2.7582 0.4371